Record 1
This record from the OMol25 dataset describes C2H6N2O in the gas phase in a non-equilibrium geometry. The level of theory is the ωB97M-V functional and the def2-TZVPD basis.

Computed properties:
frontier orbital gap = 10.552 eV
multiplicity = 1
LUMO = 0.956 eV
F_max = 4.270 eV Å⁻¹
SMILES string = [H]/N=C/NOC
energy above the lowest of the compared OMol25 structures with the same formula, charge and spin = 81.90 kcal/mol
highest occupied orbital energy = -0.3527 Ha

Positions of all 11 atoms, in Å:
1 H -0.598 2.694 0.099
2 N -0.197 1.735 -0.139
3 C -1.046 0.929 -0.513
4 N -0.789 -0.408 -0.480
5 O 0.601 -0.689 -0.552
6 C 1.189 -1.045 0.725
7 H -2.115 1.121 -0.805
8 H -1.155 -0.890 -1.375
9 H 0.840 -2.040 1.004
10 H 0.969 -0.251 1.494
11 H 2.302 -1.156 0.541

These are the Löwdin partial charges, in e, on atoms 1 to 8: 0.084, 0.092, -0.378, -0.040, -0.226, -0.088, 0.132, 0.166

Record 2
This record from the OMol25 dataset describes 13 unconnected molecules or ions with the total composition C11H48O13 in a non-equilibrium geometry. The level of theory is the ωB97M-V functional and the def2-TZVPD basis.

Computed properties:
frontier orbital gap = 10.096 eV
multiplicity = 1
LUMO = 0.419 eV
F_max = 3.344 eV Å⁻¹
energy above the lowest of the compared OMol25 structures with the same formula, charge and spin = 38.29 kcal/mol
highest occupied orbital energy = -0.3556 Ha

Positions of all 72 atoms, in Å:
1 C 16.424 -2.180 -17.666
2 O 17.060 -3.325 -18.248
3 H 16.519 -1.246 -18.229
4 H 15.402 -2.433 -17.388
5 H 16.962 -2.026 -16.722
6 H 17.899 -3.414 -17.797
7 C 12.861 -2.686 -18.890
8 O 12.683 -1.745 -17.812
9 H 12.404 -3.599 -18.525
10 H 12.404 -2.337 -19.819
11 H 13.935 -2.739 -19.080
12 H 12.946 -0.874 -18.133
13 C 11.000 0.750 -22.017
14 O 11.464 1.223 -23.259
15 H 11.815 0.601 -21.305
16 H 10.233 1.438 -21.656
17 H 10.453 -0.199 -22.135
18 H 12.275 0.780 -23.533
19 C 15.788 0.022 -20.559
20 O 14.419 0.184 -20.949
21 H 15.934 0.349 -19.533
22 H 16.095 -1.018 -20.706
23 H 16.455 0.570 -21.235
24 H 13.962 0.539 -20.172
25 C 15.374 -0.526 -24.156
26 O 14.526 0.571 -23.820
27 H 16.438 -0.295 -24.024
28 H 15.099 -1.331 -23.468
29 H 15.376 -0.822 -25.205
30 H 14.861 0.865 -22.965
31 C 16.687 3.237 -22.880
32 O 15.778 4.337 -22.984
33 H 17.017 3.289 -21.846
34 H 16.175 2.275 -22.985
35 H 17.472 3.326 -23.630
36 H 15.524 4.479 -23.901
37 C 13.994 -4.051 -22.112
38 O 15.087 -4.668 -21.446
39 H 13.056 -4.272 -21.600
40 H 14.150 -2.978 -22.191
41 H 13.927 -4.429 -23.138
42 H 15.001 -5.622 -21.498
43 C 14.057 1.623 -17.635
44 O 13.095 1.105 -18.578
45 H 14.515 2.533 -18.031
46 H 13.567 1.849 -16.687
47 H 14.806 0.843 -17.513
48 H 12.376 1.746 -18.616
49 C 19.348 -0.395 -22.378
50 O 18.780 -0.047 -23.642
51 H 19.705 -1.427 -22.397
52 H 20.065 0.319 -21.978
53 H 18.522 -0.427 -21.663
54 H 19.329 -0.445 -24.322
55 C 12.916 3.287 -21.152
56 O 13.819 4.331 -20.879
57 H 13.069 2.343 -20.620
58 H 11.888 3.611 -20.966
59 H 12.938 3.046 -22.222
60 H 14.416 4.436 -21.632
61 C 19.181 2.463 -19.992
62 O 18.803 2.795 -18.666
63 H 18.255 2.259 -20.534
64 H 19.824 3.240 -20.412
65 H 19.759 1.542 -20.026
66 H 18.264 3.587 -18.640
67 O 17.433 -3.119 -21.504
68 H 17.539 -3.155 -22.460
69 H 16.640 -3.658 -21.324
70 O 18.750 -0.828 -20.207
71 H 18.244 -0.679 -19.404
72 H 18.283 -1.549 -20.664

These are the Löwdin partial charges, in e, on atoms 1 to 8: -0.139, -0.113, 0.041, 0.070, 0.087, 0.071, -0.139, -0.137

Record 3
This record from the OMol25 dataset describes 6 unconnected molecules or ions with the total composition C52H71F7N7O2 in a non-equilibrium geometry. The level of theory is the ωB97M-V functional and the def2-TZVPD basis.

Computed properties:
frontier orbital gap = 8.354 eV
multiplicity = 1
LUMO = -2.533 eV
F_max = 9.156 eV Å⁻¹
highest occupied orbital energy = -0.4001 Ha
net charge = +1

Positions of all 139 atoms, in Å:
1 C -3.432 -1.375 3.988
2 C -4.316 -1.179 2.609
3 C -3.416 -1.447 1.226
4 C -3.756 -0.349 0.059
5 C -2.693 -0.362 -1.217
6 C -1.154 -0.277 -0.660
7 C -0.055 0.309 -1.722
8 C -0.145 1.919 -2.011
9 C 0.354 2.857 -0.717
10 C 1.962 2.663 -0.277
11 C 1.943 3.776 0.972
12 C 1.510 3.350 2.455
13 C 1.129 1.728 2.604
14 N 2.091 0.736 2.533
15 C 3.544 4.187 1.121
16 F 3.753 5.306 2.107
17 C 4.508 2.958 1.619
18 C 5.966 3.659 2.042
19 C 1.120 4.941 0.096
20 C 1.009 6.466 0.663
21 C 0.694 6.688 2.234
22 F 2.301 7.203 0.385
23 N -0.054 4.350 -0.736
24 C -1.464 4.689 -0.204
25 C -1.936 3.939 1.148
26 C -2.636 4.907 2.303
27 C -3.823 4.098 3.161
28 F -4.506 5.111 4.049
29 F -4.886 3.532 2.302
30 C -3.166 2.990 4.219
31 F -2.401 1.909 3.531
32 F -4.220 2.348 5.089
33 F -2.198 3.618 5.181
34 C -0.226 4.943 -2.152
35 C 1.056 4.841 -3.148
36 C 1.828 6.292 -3.426
37 O 3.165 6.444 -3.343
38 O 0.947 7.419 -3.822
39 H -3.689 -0.473 4.707
40 H -2.269 -1.403 3.809
41 H -3.714 -2.361 4.570
42 H -5.200 -1.947 2.655
43 H -4.754 -0.093 2.640
44 H -3.693 -2.550 0.865
45 H -2.302 -1.470 1.583
46 H -3.828 0.722 0.569
47 H -4.856 -0.586 -0.323
48 H -2.935 -1.368 -1.810
49 H -3.015 0.540 -1.910
50 H -1.183 0.272 0.373
51 H -0.826 -1.401 -0.424
52 H -0.268 -0.234 -2.762
53 H 1.046 0.022 -1.425
54 H 0.488 2.122 -2.985
55 H -1.250 2.289 -2.272
56 H -0.112 2.181 0.150
57 H 2.150 1.538 0.012
58 H 2.734 2.858 -1.132
59 H 2.349 3.523 3.288
60 H 0.575 3.975 2.860
61 H 0.017 1.367 2.740
62 H 1.657 -0.209 2.648
63 H 3.993 4.576 0.098
64 H 4.137 2.429 2.623
65 H 4.641 2.092 0.838
66 H 6.158 4.674 1.487
67 H 5.898 3.934 3.201
68 H 6.845 2.882 1.953
69 H 2.030 5.132 -0.665
70 H 0.195 7.090 0.050
71 H 0.990 7.821 2.479
72 H -0.475 6.653 2.380
73 H 1.302 6.049 2.999
74 H -2.316 4.448 -1.007
75 H -1.599 5.862 -0.022
76 H -1.142 3.295 1.710
77 H -2.802 3.166 0.862
78 H -3.051 5.919 1.878
79 H -1.775 5.072 3.114
80 H -1.100 4.410 -2.763
81 H -0.468 6.098 -1.982
82 H 0.770 4.429 -4.228
83 H 1.907 4.121 -2.740
84 H 1.266 8.204 -3.251
85 N -3.719 -4.361 -1.281
86 C -3.425 -4.781 -2.531
87 C -3.850 -5.990 -3.058
88 C -4.621 -6.823 -2.254
89 C -4.939 -6.419 -0.961
90 C -4.471 -5.190 -0.525
91 H -2.819 -4.097 -3.118
92 H -3.587 -6.275 -4.070
93 H -4.972 -7.779 -2.631
94 H -5.537 -7.046 -0.310
95 H -4.695 -4.829 0.475
96 N -2.116 -3.573 -5.618
97 C -1.917 -4.486 -6.595
98 C -1.524 -4.162 -7.883
99 C -1.326 -2.821 -8.194
100 C -1.524 -1.858 -7.211
101 C -1.914 -2.279 -5.950
102 H -2.088 -5.518 -6.304
103 H -1.377 -4.937 -8.627
104 H -1.019 -2.529 -9.194
105 H -1.379 -0.804 -7.421
106 H -2.078 -1.566 -5.147
107 N 5.228 0.938 5.019
108 C 4.143 0.137 5.085
109 C 3.998 -0.891 6.003
110 C 5.031 -1.116 6.907
111 C 6.163 -0.308 6.863
112 C 6.214 0.697 5.911
113 H 3.366 0.350 4.356
114 H 3.103 -1.502 6.012
115 H 4.954 -1.913 7.640
116 H 6.985 -0.458 7.553
117 H 7.074 1.356 5.839
118 N 0.439 -7.344 1.260
119 C 0.939 -6.089 1.270
120 C 0.342 -5.016 0.628
121 C -0.839 -5.241 -0.071
122 C -1.378 -6.523 -0.101
123 C -0.710 -7.532 0.575
124 H 1.864 -5.964 1.827
125 H 0.787 -4.028 0.672
126 H -1.335 -4.425 -0.588
127 H -2.296 -6.732 -0.638
128 H -1.092 -8.548 0.584
129 N 2.545 -5.049 -2.906
130 C 1.742 -6.035 -2.450
131 C 1.936 -7.379 -2.728
132 C 3.018 -7.735 -3.526
133 C 3.862 -6.743 -4.013
134 C 3.588 -5.427 -3.677
135 H 0.910 -5.706 -1.834
136 H 1.261 -8.129 -2.332
137 H 3.202 -8.778 -3.767
138 H 4.714 -6.988 -4.638
139 H 4.220 -4.616 -4.029

These are the Löwdin partial charges, in e, on atoms 1 to 8: -0.147, -0.236, -0.209, -0.215, -0.198, -0.209, -0.182, -0.135

Record 4
This record from the OMol25 dataset describes a molecular structure, C2H2Cl6F2V in a non-equilibrium geometry. The level of theory is the ωB97M-V functional and the def2-TZVPD basis.

Computed properties:
frontier orbital gap (spin up / spin down) = 4.711 / 9.573 eV
multiplicity = 5
⟨S²⟩ = 6.006
LUMO (spin up / spin down) = 2.709 / 2.693 eV
F_max = 1.876 eV Å⁻¹
highest occupied orbital energy (spin up / spin down) = -0.0736 / -0.2529 Ha
net charge = -1

Positions of all 13 atoms, in Å:
1 V 0.407 0.479 0.270
2 F -1.580 1.218 0.669
3 F 1.972 -0.590 -0.518
4 C 0.078 1.899 -3.902
5 Cl 1.845 2.047 -4.192
6 Cl -0.265 1.558 -2.156
7 Cl -0.666 0.641 -5.016
8 H -0.285 2.904 -4.121
9 C -0.427 -2.000 3.782
10 Cl 0.281 -0.977 4.945
11 Cl 0.044 -3.671 4.161
12 Cl 0.102 -1.586 2.166
13 H -1.506 -1.922 3.913

These are the Löwdin partial charges, in e, on atoms 1 to 8: 0.426, -0.723, -0.701, -1.422, 0.471, 0.499, 0.436, 0.001

Question: F_max of number 2 (C11H48O13)?
Answer: 3.344 eV Å⁻¹

Question: Look up the F_max of the fourth one.
Answer: 1.876 eV Å⁻¹